No. 1
Density functional theory data (ωB97M-V/def2-TZVPD) for a 6-piece molecular cluster, C9H31O6 overall at a distorted geometry.

Structure (XYZ):
```
46
Properties=species:S:1:pos:R:3:forces:R:3:mulliken_charge:R:1
O 25.415000 26.446000 48.413000 0.8 -4.3 2.0 -0.030
H 25.345000 27.255000 48.000000 -0.4 4.3 -1.9 0.161
H 25.191000 25.745000 47.701000 1.1 0.1 0.9 0.483
H 26.363000 26.377000 48.836000 -1.0 -0.1 -1.3 0.598
C 26.164000 30.358000 49.556000 -3.5 -0.1 -0.6 -0.576
O 26.049000 28.927000 49.639000 1.6 0.3 -0.8 -0.371
H 25.445000 30.568000 48.666000 1.5 0.7 1.3 0.091
H 27.185000 30.510000 49.349000 1.0 1.1 -0.1 0.255
H 25.696000 30.880000 50.501000 1.4 -0.9 -1.8 0.317
H 25.438000 28.868000 50.317000 -2.0 -1.2 2.0 0.276
C 27.742000 24.943000 50.176000 6.0 -0.8 -1.9 -0.947
O 28.003000 25.852000 49.095000 1.0 0.6 0.6 -0.612
H 26.910000 24.462000 49.998000 -4.2 -2.8 -1.3 0.357
H 27.761000 25.082000 51.183000 -0.1 2.8 2.9 0.357
H 28.644000 24.288000 50.160000 -1.0 -0.6 -0.3 0.379
H 28.968000 25.735000 48.846000 -2.0 0.6 0.4 0.363
C 27.632000 27.240000 46.066000 -2.5 -2.0 9.2 -0.759
O 26.383000 27.811000 46.275000 -4.4 0.2 0.5 -0.406
H 27.726000 27.166000 45.164000 1.7 -1.7 -10.1 0.378
H 27.699000 26.244000 46.684000 0.1 2.1 -1.3 0.019
H 28.105000 28.037000 46.412000 4.5 2.3 1.7 0.545
H 26.326000 28.784000 46.264000 0.7 -0.9 -0.2 0.253
C 21.673000 27.797000 47.681000 0.8 -0.3 2.2 -1.333
C 22.526000 29.011000 47.710000 2.8 -3.2 3.7 0.301
C 22.570000 29.510000 49.126000 0.8 -2.2 -2.2 -1.813
O 23.926000 28.630000 47.400000 -0.7 0.5 -0.7 -0.479
H 20.662000 28.048000 47.910000 -0.9 0.3 -0.4 0.452
H 21.965000 27.285000 48.660000 -0.2 -0.4 -1.8 0.282
H 21.805000 27.288000 46.759000 -0.2 -1.0 -0.5 0.308
H 22.239000 29.724000 47.108000 -1.5 3.7 -3.6 0.637
H 23.220000 30.261000 49.242000 2.0 3.4 0.4 0.456
H 22.958000 28.735000 49.696000 0.7 -1.7 1.2 0.400
H 21.638000 29.667000 49.438000 -3.7 1.3 1.5 0.555
H 24.298000 29.411000 46.959000 -0.1 -0.5 0.2 0.153
C 23.471000 25.091000 45.660000 -1.4 -2.4 3.5 -1.360
C 24.739000 24.285000 45.480000 0.0 -1.0 -1.7 0.552
C 25.493000 24.770000 44.221000 0.9 -4.0 0.3 -1.244
O 25.616000 24.337000 46.647000 -2.5 1.3 -0.2 -0.596
H 22.667000 24.865000 44.968000 0.5 0.6 -0.8 0.459
H 23.707000 26.082000 45.895000 0.0 2.0 -0.5 0.213
H 22.876000 24.749000 46.629000 1.5 0.3 -1.4 0.322
H 24.386000 23.253000 45.201000 0.7 0.5 1.0 0.288
H 25.738000 25.756000 44.327000 1.0 2.7 0.3 0.279
H 24.708000 24.719000 43.470000 0.6 -0.3 -0.7 0.440
H 26.501000 24.087000 44.004000 -2.8 1.8 0.3 0.283
H 26.250000 23.665000 46.527000 1.3 -1.2 0.0 0.313
```
Positions in Å, forces in eV/Å.

## Properties
Charge   +1
Max |F|   10.39 eV Å⁻¹
Energy above the lowest of the compared OMol25 structures with the same formula, charge and spin   165.18 kcal per mole
Highest occupied orbital energy   -0.4895 hartree
Gap between HOMO and LUMO   10.99 eV

=====

No. 2
Density functional theory data (ωB97M-V/def2-TZVPD) for C9H32AsF6O7 as an isolated structure at a distorted geometry.

Structure (XYZ):
```
55
Properties=species:S:1:pos:R:3:forces:R:3:mulliken_charge:R:1
As -0.409808 -0.102372 -0.297009 0.6 1.0 0.3 1.963
F -1.880513 -0.944603 -0.625459 0.1 -0.6 -0.1 -0.521
F 0.015417 -0.118079 -1.992505 -0.1 -0.3 -0.3 -0.487
F 1.027953 0.848998 -0.049131 0.2 0.1 0.2 -0.496
F -0.773271 -0.094457 1.375052 -0.2 0.0 0.5 -0.511
F 0.536713 -1.523937 -0.031464 -0.1 -0.4 -0.4 -0.443
F -1.269195 1.382617 -0.495822 -0.3 0.3 -0.3 -0.541
O 0.861040 -4.348706 0.429676 0.1 -0.2 0.0 -0.681
H 1.088160 -3.415918 0.350099 0.0 0.1 0.0 0.427
H -0.056444 -4.375504 0.146713 -0.1 0.0 0.0 0.299
O 2.000669 -1.024721 -4.045887 0.2 -0.2 0.0 -0.663
H 1.516144 -0.589346 -3.334838 -0.1 0.0 0.1 0.339
H 1.645917 -1.917521 -4.061812 -0.1 0.0 0.0 0.315
O -3.959818 -0.791136 -2.579577 -0.3 -0.1 0.0 -0.622
H -3.996108 0.069133 -2.153619 0.1 0.1 0.0 0.292
H -3.306281 -1.262761 -2.055782 0.2 0.0 0.0 0.357
O -1.347649 1.409777 -4.036388 0.0 0.1 -0.1 -0.652
H -1.805772 2.027369 -3.461061 0.0 0.0 0.1 0.311
H -0.760352 0.936735 -3.435715 -0.1 -0.1 0.0 0.363
C -4.408564 -3.026438 1.111604 0.4 0.5 -0.7 -0.998
C -4.535653 -2.621869 2.567453 -0.2 -0.6 -0.1 0.536
C -4.413376 -1.120176 2.697651 -0.2 -0.1 0.0 -1.080
O -5.826825 -3.058929 3.043749 0.0 -0.1 0.0 -0.566
H -5.351924 -2.833421 0.597772 -0.1 -0.2 0.1 0.360
H -4.059459 -4.039606 0.914413 -0.4 -0.2 0.3 0.338
H -3.673655 -2.386592 0.608335 0.0 0.0 0.2 0.027
H -3.768827 -3.156310 3.137340 0.1 0.3 0.1 0.263
H -4.705051 -0.774613 3.689567 0.3 0.0 0.1 0.336
H -5.118859 -0.650060 2.007348 0.1 0.0 -0.1 0.288
H -3.395459 -0.840807 2.427421 0.0 0.3 0.2 0.204
H -5.718629 -3.498140 3.890077 0.0 0.1 0.0 0.317
C -0.293596 4.302692 1.407102 -0.4 -0.2 -0.5 -1.115
C 1.225085 4.271474 1.556631 -0.8 -0.6 1.0 0.430
C 1.626386 3.384655 2.740712 0.5 0.1 0.3 -1.093
O 1.853697 3.800852 0.387331 0.1 0.5 -0.2 -0.577
H -0.613427 4.850906 0.515269 0.2 0.3 0.2 0.323
H -0.765117 4.730904 2.292551 0.0 0.0 0.0 0.401
H -0.727793 3.310132 1.237265 0.3 -0.1 0.3 0.131
H 1.552124 5.283746 1.804647 0.3 0.1 -0.5 0.276
H 1.073309 3.594992 3.660296 -0.2 0.1 -0.2 0.361
H 2.681916 3.553299 2.981750 0.0 -0.1 -0.1 0.293
H 1.510475 2.326487 2.502758 -0.1 0.0 -0.1 0.195
H 1.351085 3.026516 0.108297 0.1 -0.2 -0.1 0.309
C 4.128951 -1.418059 -0.882837 0.2 0.3 0.1 -1.283
C 4.313197 -0.178046 -1.746690 0.2 -0.7 -0.5 1.079
C 5.410977 0.710815 -1.238095 0.0 0.7 0.1 -1.545
O 4.722140 -0.601539 -3.060161 0.0 0.0 0.3 -0.609
H 4.040192 -1.152819 0.173138 -0.3 -0.1 0.0 0.334
H 5.034675 -2.018387 -0.990583 0.0 -0.1 0.0 0.405
H 3.266801 -1.995835 -1.215478 0.0 0.0 0.2 0.268
H 3.376390 0.378526 -1.842942 0.0 0.1 0.2 -0.060
H 6.336690 0.163890 -1.057887 0.0 -0.1 -0.1 0.341
H 5.113990 1.210243 -0.312674 0.0 -0.1 0.0 0.368
H 5.608277 1.490511 -1.977547 0.1 0.0 0.0 0.372
H 4.023055 -1.184562 -3.381054 -0.1 0.2 -0.2 0.326
```
Positions in Å, forces in eV/Å.

## Properties
Charge   -1
Max |F|   1.38 eV Å⁻¹
Energy above the lowest of the compared OMol25 structures with the same formula, charge and spin   0.18 kcal per mole
Highest occupied orbital energy   -0.2730 hartree
Gap between HOMO and LUMO   10.02 eV

=====

No. 3
Density functional theory data (ωB97M-V/def2-TZVPD) for C9H32B6CuF16N3O3 as an isolated structure at a distorted geometry.

Structure (XYZ):
```
70
Properties=species:S:1:pos:R:3:forces:R:3:mulliken_charge:R:1
Cu 1.507126 -1.699339 0.970156 -0.2 0.3 1.6 1.718
B 2.311371 -0.268287 2.545388 1.5 -0.3 -0.7 1.893
H 2.700771 0.063385 1.494665 1.1 0.4 -1.3 -0.689
H 2.481000 0.602287 3.280253 -0.2 1.1 0.9 -0.258
H 1.188677 -0.354949 2.378205 -2.6 -0.5 -0.1 -0.838
H 2.779362 -1.256789 2.903684 0.8 -1.0 0.4 -0.467
B -0.136039 -0.504860 -0.099859 0.3 -0.4 -0.5 4.380
H 0.864802 0.062621 0.019212 1.2 0.8 -0.2 -1.072
H -0.932661 0.253559 -0.453353 -0.8 1.0 -0.6 -0.698
H -0.018153 -1.376222 -0.852155 -0.1 -0.7 -1.0 -1.118
H -0.397166 -0.959364 0.929318 -0.7 -0.7 1.3 -0.551
C -3.326377 2.471701 0.289090 0.4 0.6 -0.2 -0.904
C -3.620072 1.007584 0.398175 1.1 0.6 0.4 0.837
O -4.446138 0.374586 -0.163574 -0.9 -0.3 -0.6 -0.510
N -2.658265 0.325467 1.277364 -1.7 0.4 1.1 1.650
H -1.760674 0.117672 0.771289 0.1 -0.2 0.1 -1.090
H -2.397765 0.995208 2.020459 0.2 -0.3 -0.1 0.329
C -3.202407 -0.903941 1.947390 0.9 -0.1 0.3 -0.935
H -4.095266 3.055243 -0.210098 -0.2 -0.3 0.0 0.436
H -2.398860 2.580641 -0.286434 0.0 -0.2 -0.1 0.001
H -3.053127 2.947886 1.233611 -0.3 -0.3 0.2 0.316
H -4.217578 -0.767255 2.305419 -0.2 0.2 -0.5 0.430
H -2.574172 -1.075351 2.820854 0.1 0.0 -0.2 0.343
H -3.043882 -1.742774 1.277577 -0.4 -0.1 0.1 0.192
C 0.668430 -0.505388 -3.423421 1.8 -0.1 -0.9 -0.147
C -0.654139 -0.925215 -3.915617 -0.6 0.4 1.1 0.534
O -1.244751 -0.506252 -4.854510 -0.2 -0.2 -0.5 -0.543
N -1.401577 -1.865634 -2.971259 -0.4 1.5 -0.6 0.382
H -1.800403 -2.619109 -3.530197 0.2 -0.1 0.1 0.423
H -0.713859 -2.281812 -2.312548 -0.3 -0.1 0.1 -0.565
C -2.597628 -1.181962 -2.291143 0.7 -1.3 0.0 -0.750
H 0.659612 0.438369 -2.878247 -0.5 -0.3 0.5 -0.299
H 1.300361 -0.264631 -4.286235 -0.4 0.0 -0.3 0.480
H 1.247502 -1.276335 -2.912722 -0.4 0.1 0.5 0.211
H -3.396848 -1.175584 -3.023128 -0.2 0.1 0.2 0.363
H -2.401783 -0.196926 -1.887871 0.5 0.0 -0.3 0.094
H -2.751927 -1.870712 -1.462626 -0.6 0.2 0.1 0.388
C 0.760510 4.770170 -0.953982 -0.2 0.5 0.1 -1.583
C 1.132620 3.366617 -1.282080 -0.9 0.6 0.9 0.522
O 0.358234 2.496508 -1.436086 0.4 -0.8 -0.6 -0.251
N 2.632229 3.105920 -1.329995 -0.1 0.0 -0.4 -0.034
H 2.847103 3.030953 -2.327415 0.2 -0.4 0.1 0.376
H 3.105861 3.953215 -1.018926 0.1 -0.1 0.2 0.428
C 3.084339 1.879819 -0.509246 -0.9 1.0 0.9 -0.601
H 1.240049 5.487722 -1.622013 0.2 0.1 0.2 0.457
H 0.964341 4.974875 0.101451 0.4 0.0 -0.1 0.397
H -0.314934 4.909713 -1.035432 0.0 -0.3 -0.2 0.337
H 2.555185 1.002788 -0.871743 0.6 -0.2 -0.2 -0.102
H 2.682070 2.094766 0.484252 0.0 -0.3 0.1 0.441
H 4.163009 1.923427 -0.413332 0.0 -0.6 -0.5 0.362
B -0.886749 2.183103 3.154900 1.8 -0.2 0.6 -0.032
F -0.749014 0.824834 2.810728 -0.2 0.4 0.2 -0.308
F -2.279022 2.474909 3.177819 -0.2 0.1 0.0 -0.434
F -0.240403 2.431630 4.362282 -0.7 0.2 -0.3 -0.358
F -0.270418 2.967162 2.138361 -0.3 0.2 -0.3 -0.341
B -0.003718 -2.834362 3.400826 0.1 -1.3 0.5 0.043
F -0.233197 -4.062664 4.068494 0.0 0.5 0.1 -0.364
F 0.169940 -1.773377 4.259044 -0.1 -0.2 0.0 -0.394
F 1.198402 -3.071911 2.618191 -0.3 0.4 -0.5 -0.368
F -1.078546 -2.618569 2.523449 0.0 0.2 -0.2 -0.235
B 3.967030 -1.758131 -0.448229 0.1 -0.4 1.2 0.076
F 2.768836 -1.369681 -1.063244 -0.6 1.0 -1.0 -0.105
F 3.466927 -2.538228 0.652678 0.6 0.0 0.1 -0.378
F 4.697229 -2.547148 -1.299878 0.4 0.2 -0.1 -0.360
F 4.652921 -0.628016 0.060222 0.0 -0.5 -0.8 -0.419
B 0.227430 -4.101353 -1.054881 -0.1 -0.6 1.3 -0.307
F -1.088631 -3.938249 -0.590024 0.0 0.2 -0.5 -0.320
F 1.098132 -3.366813 -0.181766 0.0 0.0 -0.4 -0.344
F 0.610631 -5.417345 -1.043526 0.0 0.0 -0.3 -0.330
F 0.294095 -3.569780 -2.378040 0.5 0.0 -0.1 -0.441
```
Positions in Å, forces in eV/Å.

## Properties
Charge   -1
Max |F|   2.65 eV Å⁻¹
Highest occupied orbital energy (spin up / spin down)   -0.2306 / -0.2249 hartree
2S+1   2
Gap between HOMO and LUMO (spin up / spin down)   6.74 / 6.58 eV

=====

| no. | energy (a.u.) |
| --- | --- |
| 1 | -812.45560 |
| 2 | -3724.00125 |
| 3 | -4140.32575 |